One molecule with the formula C20H30N4O3S. Source: the Open Molecules 2025 dataset; level of theory: wB97M-V/def2-TZVPD.

Last column: Mulliken charge in e.
Positions of all 58 atoms, in Å:
C (-3.341, -3.885, -1.049)  -1.5457
C (-3.080, -2.567, -0.329)  -0.0400
C (-2.302, -2.730, 0.977)  -0.2451
H (-2.284, -1.761, 1.484)  0.1971
C (-0.875, -3.258, 0.785)  -1.8859
N (-0.023, -2.334, 0.051)  0.2357
C (0.555, -1.250, 0.659)  1.0942
C (1.367, -0.388, -0.044)  -1.8333
C (1.554, -0.542, -1.460)  0.2875
O (2.137, 0.212, -2.211)  -0.6658
N (0.954, -1.702, -1.961)  -0.0081
C (0.222, -2.633, -1.285)  0.4443
O (-0.190, -3.642, -1.809)  -0.6407
H (1.101, -1.890, -2.947)  0.2937
N (2.011, 0.669, 0.651)  1.0900
C (1.606, 1.969, 0.577)  0.4778
O (2.171, 2.851, 1.189)  -0.6689
C (0.372, 2.210, -0.268)  0.3359
C (-0.334, 3.496, 0.150)  -0.9456
H (-0.526, 3.463, 1.225)  0.3854
H (0.320, 4.346, -0.040)  0.3643
C (-1.657, 3.676, -0.594)  -0.8896
C (-2.608, 2.555, -0.347)  0.4243
C (-3.391, 1.900, -1.244)  -0.5432
C (-4.203, 0.898, -0.660)  -0.3971
C (-4.021, 0.799, 0.678)  -0.5600
S (-2.855, 1.929, 1.255)  -0.1621
H (-4.501, 0.141, 1.375)  0.5036
H (-4.888, 0.287, -1.220)  0.4304
H (-3.395, 2.126, -2.295)  0.4232
H (-2.117, 4.617, -0.272)  0.3777
H (-1.476, 3.745, -1.669)  0.3432
H (-0.311, 1.362, -0.180)  -0.0212
H (0.692, 2.270, -1.311)  0.1887
C (3.232, 0.337, 1.370)  -1.4999
H (3.474, 1.211, 1.980)  0.5326
C (4.417, 0.014, 0.451)  1.2507
C (4.737, 1.197, -0.457)  -1.3757
H (5.642, 1.000, -1.027)  0.4746
H (3.925, 1.364, -1.159)  0.2260
H (4.882, 2.099, 0.132)  0.2786
C (5.623, -0.355, 1.311)  -1.6755
H (5.396, -1.200, 1.959)  0.3984
H (6.468, -0.624, 0.681)  0.4121
H (5.913, 0.489, 1.933)  0.3589
H (4.151, -0.847, -0.174)  0.0960
H (3.033, -0.519, 2.024)  0.3371
N (0.369, -1.070, 1.997)  -0.2855
H (-0.429, -1.484, 2.445)  0.2232
H (0.650, -0.166, 2.343)  0.3041
H (-0.409, -3.487, 1.747)  0.4034
H (-0.907, -4.175, 0.193)  0.7198
H (-2.830, -3.435, 1.623)  0.4353
H (-4.035, -2.094, -0.090)  0.3278
H (-2.539, -1.890, -0.994)  0.1455
H (-2.421, -4.292, -1.459)  0.3241
H (-4.031, -3.725, -1.874)  0.4346
H (-3.781, -4.612, -0.370)  0.3090

Atoms 1-3, force components in eV/Å:
C 0.06 0.17 0.02
C 0.02 -0.20 0.12
C 0.09 0.04 -0.24

Results
LUMO level: 0.31 eV
Largest force on an atom: 0.68 eV/A
SMILES string: CCCCn1c(N)c(N(CC(C)C)C(=O)CCCc2cccs2)c(=O)[nH]c1=O
Charge: 0
Energy above the lowest of the compared OMol25 structures with the same formula, charge and spin: 0.000 eV

***

C20H30NO3Se4SiTcTe2 as an isolated structure. Source: the Open Molecules 2025 dataset; level of theory: wB97M-V/def2-TZVPD.

Last column: Mulliken spin population.
Positions of all 62 atoms, in Å:
Tc (-0.100, -0.906, 0.405)  2.6932
Se (0.280, -0.885, 3.002)  0.0584
Te (2.736, -0.696, 3.480)  0.0264
Te (3.364, 0.661, 1.241)  0.0340
Se (2.280, -1.054, -0.233)  0.0519
C (3.141, 2.657, -3.049)  0.0018
Se (1.583, 1.495, -3.113)  -0.0015
C (0.410, 2.721, -2.163)  0.0043
C (0.669, 2.808, -0.663)  0.0003
Se (-0.561, 1.702, 0.370)  -0.0354
C (-0.118, 2.466, 2.095)  0.0075
H (2.952, 3.600, -3.561)  0.0003
H (3.953, 2.136, -3.552)  0.0001
H (3.439, 2.847, -2.018)  0.0001
H (-0.607, 2.393, -2.375)  -0.0020
H (0.539, 3.704, -2.618)  0.0008
H (0.469, 3.814, -0.290)  0.0000
H (1.689, 2.540, -0.396)  0.0027
H (-0.357, 3.528, 2.066)  -0.0015
H (0.932, 2.291, 2.314)  -0.0005
H (-0.727, 1.947, 2.829)  -0.0015
C (-1.480, 1.382, -5.109)  0.0044
Si (-1.773, -0.296, -4.325)  -0.0072
C (-1.042, -1.631, -5.415)  0.0042
C (-3.604, -0.585, -4.081)  0.0060
C (-0.968, -0.376, -2.688)  0.1388
C (-0.615, -0.563, -1.534)  -0.1692
H (-1.892, 1.415, -6.122)  0.0000
H (-0.412, 1.608, -5.162)  -0.0006
H (-1.960, 2.175, -4.527)  0.0005
H (-1.527, -1.648, -6.395)  0.0002
H (-1.172, -2.611, -4.948)  0.0001
H (0.028, -1.469, -5.563)  -0.0001
H (-4.116, -0.754, -5.033)  0.0000
H (-4.069, 0.276, -3.595)  -0.0001
H (-3.757, -1.453, -3.434)  -0.0002
O (-1.310, -4.989, 0.421)  0.0815
C (-0.816, -3.916, 0.345)  0.0735
N (-0.286, -2.854, 0.261)  -0.0054
C (-7.775, 0.105, 3.884)  0.0001
C (-6.562, -0.242, 3.061)  -0.0004
C (-6.235, 0.485, 1.925)  0.0001
C (-5.121, 0.165, 1.152)  0.0002
C (-4.765, 0.975, -0.065)  0.0077
C (-4.329, -0.913, 1.535)  -0.0080
C (-4.627, -1.657, 2.678)  -0.0047
C (-3.732, -2.797, 3.085)  -0.0016
C (-5.745, -1.308, 3.424)  0.0000
C (-3.123, -1.292, 0.707)  0.0013
O (-3.225, -2.038, -0.246)  0.0159
O (-2.033, -0.700, 1.129)  0.0263
H (-8.264, 1.004, 3.505)  0.0000
H (-7.508, 0.284, 4.928)  0.0000
H (-8.509, -0.704, 3.871)  0.0000
H (-6.860, 1.322, 1.628)  -0.0001
H (-5.588, 1.631, -0.354)  0.0002
H (-4.526, 0.325, -0.908)  -0.0002
H (-3.881, 1.590, 0.120)  -0.0025
H (-2.730, -2.433, 3.325)  0.0008
H (-3.621, -3.521, 2.276)  -0.0006
H (-4.128, -3.312, 3.960)  0.0003
H (-5.984, -1.884, 4.314)  0.0000

Atoms 1-3, force components in eV/Å:
Tc -0.46 -0.26 0.34
Se -0.03 0.07 -0.03
Te 0.00 -0.01 0.07

Results
2S+1: 4
LUMO level (spin up / spin down): 1.99 / 1.37 eV
Largest force on an atom: 0.63 eV/A
Charge: -1
Energy above the lowest of the compared OMol25 structures with the same formula, charge and spin: 0.358 eV

***

C20H30NORu as an isolated structure at a distorted geometry. Source: the Open Molecules 2025 dataset; level of theory: wB97M-V/def2-TZVPD.

Last column: Mulliken spin population.
Positions of all 53 atoms, in Å:
C (-0.550, 0.809, -3.547)  -0.1711
C (-0.092, 2.254, -3.658)  -0.0110
C (0.128, -0.038, -4.645)  0.0037
C (-2.062, 0.773, -3.777)  0.0064
H (-0.468, 0.067, -5.570)  0.0014
H (0.163, -1.108, -4.386)  -0.0073
H (1.144, 0.324, -4.862)  -0.0013
H (-0.200, 2.560, -4.712)  -0.0044
H (0.955, 2.396, -3.376)  -0.0034
H (-0.730, 2.906, -3.047)  0.0057
H (-2.298, 1.495, -4.578)  -0.0004
H (-2.615, 1.074, -2.877)  -0.0044
H (-2.406, -0.217, -4.112)  -0.0006
C (2.179, -0.572, -0.199)  0.1300
C (2.394, -0.768, -1.604)  0.1107
C (2.227, 0.541, -2.241)  0.0032
H (2.721, -1.718, -2.091)  0.0018
C (1.943, 1.540, -1.208)  0.2046
C (1.931, 0.845, 0.040)  0.1426
H (1.791, 1.355, 1.009)  0.0138
H (2.249, -1.364, 0.576)  -0.0017
H (2.522, 0.769, -3.286)  0.0060
H (1.852, 2.651, -1.335)  0.0104
C (-1.761, -1.388, -0.025)  0.1639
C (-0.569, -2.215, -0.059)  0.1207
C (-0.272, -2.543, -1.424)  0.1050
H (0.051, -2.513, 0.812)  -0.0102
C (-1.301, -1.897, -2.249)  -0.0156
C (-2.220, -1.169, -1.367)  0.1914
H (-3.177, -0.658, -1.652)  0.0112
H (-2.263, -0.967, 0.864)  0.0259
H (0.520, -3.250, -1.771)  0.0015
H (-1.494, -2.144, -3.314)  0.0060
Ru (0.109, -0.208, -1.618)  2.8772
O (-0.204, 0.222, 1.053)  0.0788
C (-0.105, -0.149, 2.264)  0.0051
C (1.159, -0.407, 3.000)  0.0000
C (1.451, 0.655, 4.044)  -0.0015
C (0.630, 0.477, 5.295)  0.0004
C (-0.867, 0.574, 5.163)  0.0004
C (-1.541, -0.414, 4.239)  0.0000
N (-1.294, -0.042, 2.882)  0.0049
H (1.018, -1.401, 3.437)  0.0004
H (1.958, -0.438, 2.263)  0.0005
H (2.513, 0.558, 4.285)  -0.0003
H (1.351, 1.654, 3.609)  -0.0001
H (0.867, -0.509, 5.688)  0.0000
H (0.977, 1.204, 6.029)  0.0000
H (-1.319, 0.443, 6.143)  -0.0001
H (-1.144, 1.576, 4.843)  0.0000
H (-1.150, -1.431, 4.384)  -0.0003
H (-2.626, -0.433, 4.392)  0.0003
H (-2.072, 0.241, 2.270)  -0.0002

Atoms 1-3, force components in eV/Å:
C 0.28 -0.69 -0.52
C 0.14 0.17 0.42
C 0.13 0.02 0.11

Results
2S+1: 5
LUMO level (spin up / spin down): -3.61 / -4.93 eV
Largest force on an atom: 4.58 eV/A
Charge: +1

***

C20H31AuB2N7S as an isolated structure. Source: the Open Molecules 2025 dataset; level of theory: wB97M-V/def2-TZVPD.

Last column: Mulliken spin population.
Positions of all 62 atoms, in Å:
Au (-0.453, -0.084, -0.041)  0.4758
C (-1.201, -0.824, 3.174)  -0.0035
C (-1.256, 0.616, 3.679)  0.0017
C (-2.701, 1.056, 3.928)  -0.0005
C (-0.521, 1.613, 2.820)  0.0051
C (-0.189, 2.928, 3.181)  0.0061
C (0.555, 3.415, 2.128)  -0.0007
N (0.644, 2.463, 1.192)  -0.0104
N (-0.013, 1.357, 1.616)  0.0820
B (1.519, 2.440, -0.096)  -0.0056
N (0.673, 2.530, -1.382)  0.0033
C (0.558, 3.504, -2.298)  -0.0003
C (-0.268, 3.053, -3.307)  0.0000
C (-0.627, 1.749, -2.925)  0.0013
N (-0.038, 1.453, -1.770)  0.0123
C (-1.474, 0.744, -3.647)  -0.0004
C (-2.867, 1.294, -3.958)  -0.0008
C (-0.777, 0.288, -4.931)  0.0001
N (2.341, 1.124, -0.095)  -0.0265
C (3.680, 1.074, -0.075)  -0.0015
C (4.073, -0.236, -0.003)  0.0058
C (2.882, -0.978, 0.028)  -0.0084
N (1.839, -0.147, -0.042)  0.1319
C (2.851, -2.479, 0.135)  0.0002
C (1.494, -3.079, 0.458)  -0.0075
C (3.421, -3.102, -1.145)  0.0001
H (-1.546, -1.497, 3.959)  -0.0004
H (-1.848, -0.983, 2.310)  -0.0006
H (-0.187, -1.119, 2.899)  0.0015
H (-0.738, 0.648, 4.643)  0.0001
H (-3.264, 1.082, 2.992)  0.0007
H (-3.198, 0.350, 4.595)  0.0001
H (-2.749, 2.047, 4.382)  0.0000
H (-0.421, 3.427, 4.107)  0.0001
H (1.051, 4.362, 1.993)  0.0012
H (2.269, 3.378, -0.059)  -0.0001
H (1.080, 4.439, -2.176)  0.0006
H (-0.558, 3.582, -4.199)  -0.0004
H (-1.574, -0.123, -2.986)  0.0003
H (-2.800, 2.148, -4.636)  0.0000
H (-3.477, 0.528, -4.438)  0.0000
H (-3.384, 1.621, -3.054)  0.0001
H (-0.656, 1.125, -5.622)  0.0000
H (0.211, -0.121, -4.718)  -0.0001
H (-1.366, -0.482, -5.431)  0.0000
H (4.255, 1.985, -0.106)  -0.0008
H (5.078, -0.622, 0.042)  0.0008
H (3.535, -2.717, 0.955)  -0.0001
H (0.816, -2.988, -0.386)  0.0030
H (1.605, -4.141, 0.678)  -0.0001
H (1.024, -2.604, 1.321)  -0.0001
H (2.790, -2.844, -1.999)  -0.0002
H (4.433, -2.754, -1.353)  -0.0001
H (3.442, -4.189, -1.056)  0.0001
B (-3.003, -4.078, -0.324)  0.0005
C (-1.994, -2.880, -0.449)  -0.0011
N (-1.258, -1.993, -0.549)  0.0745
H (-3.911, -3.863, -1.103)  -0.0004
H (-2.393, -5.098, -0.568)  -0.0004
H (-3.407, -4.063, 0.824)  0.0004
S (-3.151, 1.978, -0.003)  0.0272
C (-2.351, 0.705, 0.007)  0.2341

Atoms 1-3, force components in eV/Å:
Au 0.27 -0.13 0.40
C -0.01 0.02 0.00
C 0.01 -0.01 -0.03

Results
2S+1: 2
LUMO level (spin up / spin down): -1.40 / -1.95 eV
Largest force on an atom: 0.56 eV/A
Charge: 0
Energy above the lowest of the compared OMol25 structures with the same formula, charge and spin: 2.011 eV

***

no.,DFT total energy (hartree)
1,-1623.13632
2,-11572.81173
3,-1004.54452
4,-1747.53046